Entry 1:
C13H23N3O3S | the ωB97M-V functional and the def2-TZVPD basis

Properties
ΔE to the lowest compared entry with this formula, charge and spin = 0.150 eV
Charge = 0
SMILES = CSc1nnc(CCCCCNC(=O)OC(C)(C)C)o1
DFT total energy = -1297.3566 a.u.
LUMO = 0.72 eV
Maximum force = 1.52 eV/A

```
43
Properties=species:S:1:pos:R:3:forces:R:3:lowdin_charge:R:1
C 6.46800 2.84349 0.32717 -0.2 -0.4 -0.1 -0.376
H 5.62816 3.09647 0.96515 0.0 0.1 0.0 0.039
H 7.38038 3.31053 0.68229 0.1 0.0 0.0 0.033
H 6.25904 3.12881 -0.69815 0.0 0.1 0.0 0.038
S 6.74301 1.05061 0.39636 0.5 0.1 0.2 0.940
C 5.20649 0.55409 -0.19690 -0.5 0.6 -0.2 -0.707
N 4.21703 1.31084 -0.55844 1.3 0.6 0.5 0.047
N 3.22923 0.47699 -0.94944 -0.9 -1.1 -0.4 0.088
C 3.65525 -0.73246 -0.81074 -0.4 0.5 -0.3 -0.359
O 4.92718 -0.76042 -0.32980 0.1 0.0 0.1 0.082
C 2.92395 -1.98531 -1.09483 0.3 -0.3 0.3 -0.106
H 2.01804 -1.72392 -1.63917 0.1 0.0 -0.1 0.118
H 3.55026 -2.61936 -1.72666 -0.1 0.0 -0.1 0.126
C 2.58602 -2.74433 0.19585 0.0 0.1 0.1 -0.193
C 1.67522 -1.96490 1.14582 -0.1 -0.2 -0.1 -0.197
C 0.28958 -1.65871 0.55976 0.1 0.3 0.2 -0.175
H 0.12165 -2.26126 -0.33570 -0.1 -0.1 -0.1 0.108
H -0.48759 -1.92325 1.27811 -0.1 0.0 -0.1 0.112
C 0.11862 -0.17389 0.21236 -0.1 -0.2 0.1 -0.183
N -1.13089 0.08102 -0.46489 0.0 0.0 -0.3 0.080
C -2.27391 0.35834 0.20549 0.2 0.0 -0.4 -0.567
O -2.33703 0.55278 1.39516 -0.1 0.0 0.4 0.086
O -3.29995 0.39989 -0.67023 0.0 0.0 -0.1 0.026
C -4.63145 0.74199 -0.22080 -0.5 0.1 0.2 -0.579
C -5.47663 0.69953 -1.49512 0.4 0.0 0.3 -0.026
H -6.50921 0.94352 -1.26412 -0.1 0.0 0.0 0.087
H -5.43575 -0.29273 -1.93673 0.0 -0.1 -0.1 0.085
H -5.09487 1.41511 -2.21847 0.0 0.1 -0.1 0.085
C -5.13295 -0.29198 0.78773 0.3 0.1 -0.1 -0.022
H -6.16283 -0.07365 1.05589 -0.1 0.0 0.0 0.088
H -5.08355 -1.28956 0.35590 0.0 -0.1 0.0 0.090
H -4.51938 -0.26545 1.68382 0.0 0.0 0.1 0.078
C -4.64576 2.14622 0.38273 0.2 -0.2 -0.1 -0.021
H -4.03562 2.17221 1.28114 0.0 0.1 0.0 0.078
H -5.66439 2.42583 0.63684 -0.1 0.0 0.0 0.088
H -4.24892 2.86353 -0.33255 0.0 0.1 -0.1 0.091
H -1.21250 -0.14600 -1.44242 -0.1 0.1 0.1 0.148
H 0.93954 0.17870 -0.41663 -0.1 0.0 0.1 0.093
H 0.10078 0.41075 1.13488 0.1 0.0 -0.1 0.129
H 1.56545 -2.55622 2.05621 0.1 0.1 0.0 0.110
H 2.15946 -1.02790 1.42650 0.1 0.1 0.1 0.110
H 3.51739 -2.98507 0.71356 0.0 -0.1 0.0 0.113
H 2.10343 -3.68486 -0.07689 0.0 -0.1 0.0 0.114
```
Positions in Å, forces in eV/Å.

---

Entry 2:
C13H23NO3 | the ωB97M-V functional and the def2-TZVPD basis

Properties
ΔE to the lowest compared entry with this formula, charge and spin = 2.167 eV
Charge = 0
SMILES = CCCCCC[C@@H]1/C(=N/O)CC[C@H]1C(=O)OC
DFT total energy = -789.5939 a.u.
LUMO = 0.78 eV
Maximum force = 0.96 eV/A

```
40
Properties=species:S:1:pos:R:3:forces:R:3:lowdin_charge:R:1
C 0.19042 2.54927 4.59766 0.1 0.1 -0.2 -0.116
C 0.38105 3.11038 3.19327 -0.3 0.0 0.0 -0.273
C -0.65403 2.59527 2.19247 0.4 -0.1 0.1 -0.231
C -0.51392 1.10540 1.88698 -0.4 0.4 -0.1 -0.227
C -1.50376 0.65494 0.81267 0.2 -0.2 0.2 -0.196
C -1.36816 -0.83540 0.46019 -0.1 0.2 -0.2 -0.143
C -0.90273 -1.07053 -0.98294 -0.4 0.2 0.1 -0.223
C -0.86358 -2.54134 -1.29571 0.3 -0.7 -0.2 -0.268
N -1.92463 -3.22139 -1.35105 -0.9 0.1 0.1 0.051
O -1.76193 -4.58547 -1.63017 0.5 0.2 0.0 -0.054
H -2.66627 -4.92672 -1.64099 0.2 0.3 0.0 0.090
C 0.54915 -3.00680 -1.49859 0.0 -0.4 0.0 -0.092
C 1.40530 -1.85113 -0.98837 0.1 0.0 0.0 -0.116
H 1.57599 -1.95861 0.08396 0.0 0.0 0.0 0.120
H 2.37097 -1.78431 -1.48531 0.0 0.0 0.1 0.114
C 0.53889 -0.60923 -1.24268 -0.1 0.0 -0.1 -0.168
C 0.68969 -0.09233 -2.66270 -0.1 0.0 0.1 -0.458
O -0.21579 0.19476 -3.40003 0.0 0.0 -0.1 0.128
O 1.97921 0.04671 -2.99779 0.2 -0.1 0.3 -0.040
C 2.23494 0.54966 -4.30163 -0.1 0.2 -0.4 -0.044
H 3.31529 0.55284 -4.42047 0.0 0.0 0.0 0.093
H 1.83472 1.56041 -4.40276 0.0 -0.1 0.0 0.097
H 1.76637 -0.08889 -5.05307 0.1 0.1 0.0 0.098
H 0.82947 0.21533 -0.58760 0.0 0.0 0.0 0.147
H 0.70560 -3.18146 -2.56658 0.0 0.0 0.0 0.134
H 0.72911 -3.95053 -0.98269 0.0 0.0 -0.1 0.120
H -1.59456 -0.56401 -1.66146 0.1 0.0 0.1 0.149
H -2.32729 -1.34054 0.57453 0.1 -0.1 0.0 0.112
H -0.66496 -1.31480 1.14400 0.0 -0.1 0.1 0.117
H -1.35832 1.25872 -0.08548 0.0 0.1 -0.1 0.114
H -2.51445 0.85708 1.17118 0.0 0.1 -0.1 0.114
H 0.50931 0.90451 1.55891 0.1 -0.1 0.0 0.109
H -0.69048 0.52540 2.79424 0.1 -0.1 0.0 0.110
H -0.54701 3.15476 1.25941 -0.1 0.0 0.0 0.111
H -1.65674 2.79106 2.57912 -0.1 0.1 0.0 0.114
H 0.30864 4.19972 3.23750 0.1 0.0 0.0 0.102
H 1.38331 2.86166 2.83611 0.1 0.1 0.0 0.104
H 0.35020 1.47442 4.61532 0.0 -0.1 0.1 0.062
H 0.89752 3.00709 5.28580 0.0 0.0 0.1 0.067
H -0.81653 2.75410 4.95479 -0.1 0.0 0.1 0.073
```
Positions in Å, forces in eV/Å.

---

Entry 3:
C13H23NO4 | the ωB97M-V functional and the def2-TZVPD basis

Properties
Charge = 0
SMILES = CC(C)=N[C@H]1COC(=O)C1.CC(C)=O.CC(C)=O
DFT total energy = -864.6948 a.u.
LUMO = 0.11 eV
Maximum force = 4.68 eV/A

```
41
Properties=species:S:1:pos:R:3:forces:R:3:lowdin_charge:R:1
C 2.16374 1.47895 0.82017 0.9 -0.6 1.1 -0.042
C 1.74752 -0.05204 1.04801 -1.2 -0.5 1.1 -0.312
C 2.39704 -1.29563 0.29595 -0.8 0.6 0.2 -0.047
N 0.76950 -0.26459 1.94099 1.4 2.0 -3.4 0.006
C -0.54358 -0.54569 1.27372 -0.4 -0.2 -0.1 -0.284
C -1.55490 0.46155 2.06474 0.6 -1.7 0.6 -0.109
O -2.30298 1.20652 1.04466 -0.8 -2.1 -0.3 -0.071
C -2.37318 0.27253 -0.05880 0.1 -1.0 -1.0 -0.339
O -3.36068 -0.16355 -0.65939 3.6 2.0 2.2 0.088
C -0.79713 -0.07469 -0.23538 -1.3 0.4 -0.6 -0.039
H 3.18257 1.60742 0.31696 -1.5 -0.1 0.6 0.073
H 2.17327 1.95788 1.86748 0.1 -0.7 -1.6 0.092
H 1.34215 2.04596 0.24721 1.2 -1.2 0.7 0.083
H 1.69913 -2.18511 0.45168 0.9 1.2 -0.2 0.088
H 2.59020 -1.14379 -0.81076 0.0 -0.1 1.6 0.062
H 3.36576 -1.54467 0.86795 -1.3 0.6 -1.0 0.099
H -0.84850 -1.64510 1.29291 0.1 1.4 0.3 0.144
H -0.88763 1.05888 2.76538 -1.1 -0.1 -1.5 0.125
H -2.23445 -0.17302 2.73448 0.5 1.0 -1.1 0.132
H -0.55521 -0.78226 -1.09763 -0.5 0.6 1.5 0.129
H -0.40209 0.94930 -0.56478 -0.2 -1.4 0.9 0.118
C -5.70346 0.65003 0.58127 -0.5 -0.1 0.3 -0.042
C -7.18138 0.82516 0.80622 -0.2 -0.5 0.5 -0.499
O -7.80194 0.08522 1.54728 0.2 0.3 -0.3 0.055
C -7.86420 1.95298 0.07736 -0.4 0.0 0.1 -0.030
H -5.34643 -0.19816 1.16774 -0.1 0.1 -0.1 0.086
H -5.50936 0.45229 -0.47222 0.0 0.2 0.1 0.074
H -5.16989 1.54717 0.90245 0.1 0.0 -0.2 0.088
H -7.76526 1.81254 -1.00106 0.1 0.2 0.0 0.084
H -7.42606 2.90764 0.37602 0.1 0.0 -0.2 0.083
H -8.92572 1.95945 0.33360 0.1 0.0 0.0 0.080
C 6.79268 -1.94820 -0.96627 -0.3 -0.2 0.3 -0.020
C 5.71728 -1.40598 -1.86962 -0.6 -0.1 0.1 -0.485
O 4.53811 -1.58411 -1.62604 0.8 0.0 -0.3 0.035
C 6.15719 -0.63534 -3.08575 -0.4 0.1 -0.1 -0.022
H 6.33056 -2.48027 -0.13228 0.0 0.1 -0.1 0.083
H 7.42558 -2.64569 -1.51875 0.1 0.2 0.0 0.087
H 7.39272 -1.12710 -0.56840 0.1 -0.1 -0.1 0.087
H 6.76188 -1.27467 -3.73226 0.2 0.1 0.1 0.087
H 6.72911 0.24396 -2.78192 0.2 -0.1 -0.1 0.087
H 5.27799 -0.30575 -3.64292 0.1 -0.1 0.1 0.084
```
Positions in Å, forces in eV/Å.